1.
Molecular formula: C35H47AsCl5FHoO3
Method: DFT, the ωB97M-V functional and the def2-TZVPD basis

Gap between HOMO and LUMO (spin up / spin down) = 0.233 / 0.233 hartree
Highest occupied orbital energy (spin up / spin down) = -4.089 / -4.095 eV
2S+1 = 5
Total charge = -1

Element x y z (Å)
Ho 0.29 0.79 -0.41
C 1.78 -1.66 2.37
C 1.62 -2.71 1.43
C 2.04 -2.21 0.17
C 2.43 -0.84 0.37
C 2.34 -0.54 1.76
C 3.19 0.48 2.51
C 2.40 1.27 3.55
C 4.31 -0.29 3.23
C 3.84 1.47 1.54
C 2.45 -2.95 -1.12
C 3.15 -2.00 -2.10
C 1.31 -3.61 -1.92
C 3.51 -4.02 -0.77
C 1.16 -4.08 1.97
C 0.16 -3.91 3.13
C 2.38 -4.82 2.54
C 0.45 -5.00 0.96
H 1.63 -1.76 3.43
H 3.12 -0.32 -0.28
H 1.81 0.60 4.18
H 1.74 1.96 3.03
H 3.07 1.85 4.19
H 3.90 -0.91 4.04
H 5.04 0.40 3.67
H 4.82 -0.95 2.53
H 3.10 1.88 0.86
H 4.62 0.99 0.95
H 4.30 2.29 2.10
H 2.51 -1.16 -2.38
H 3.40 -2.55 -3.02
H 4.08 -1.61 -1.68
H 0.70 -2.84 -2.38
H 0.67 -4.23 -1.30
H 1.73 -4.24 -2.71
H 4.26 -3.60 -0.10
H 4.01 -4.37 -1.68
H 3.06 -4.89 -0.29
H 0.59 -3.37 3.97
H -0.14 -4.89 3.49
H -0.74 -3.38 2.80
H 2.85 -4.22 3.32
H 3.13 -5.00 1.77
H 2.08 -5.78 2.97
H -0.41 -4.50 0.53
H 0.10 -5.89 1.48
H 1.12 -5.32 0.17
Cl -3.37 2.99 -1.11
C -3.49 1.33 -0.60
C -2.33 0.70 -0.16
C -2.51 -0.63 0.17
Cl -1.04 -1.49 0.58
C -3.73 -1.30 0.18
Cl -3.84 -2.95 0.69
C -4.86 -0.62 -0.24
Cl -6.40 -1.40 -0.26
C -4.74 0.71 -0.66
Cl -6.14 1.55 -1.23
C -2.80 2.71 2.34
As -1.05 1.92 2.64
C -1.24 0.17 3.46
C -0.39 3.14 4.02
O 0.00 1.95 1.38
H -3.18 3.05 3.30
H -3.48 2.00 1.89
H -2.66 3.55 1.67
H -1.20 0.28 4.55
H -0.40 -0.43 3.12
H -2.18 -0.28 3.16
H -1.23 3.55 4.57
H 0.13 3.93 3.49
H 0.29 2.65 4.70
C -0.97 -0.76 -4.08
C -0.52 0.00 -2.85
O -0.93 1.15 -2.63
O 0.29 -0.58 -2.06
H -1.91 -0.36 -4.45
H -1.06 -1.82 -3.85
H -0.20 -0.65 -4.85
F -0.73 6.93 1.20
C -0.10 5.90 0.56
C 1.12 5.46 1.03
C 1.76 4.41 0.38
C 1.19 3.77 -0.74
C 1.78 2.59 -1.36
C -0.03 4.30 -1.21
C -0.68 5.34 -0.56
H 1.55 5.93 1.90
H 2.71 4.07 0.76
H 2.87 2.54 -1.22
H 1.57 2.55 -2.44
H -0.50 3.84 -2.07
H -1.63 5.71 -0.92

2.
Molecular formula: C6H7BN2O4
Method: DFT, the ωB97M-V functional and the def2-TZVPD basis

Gap between HOMO and LUMO = 0.362 hartree
Highest occupied orbital energy = -9.535 eV
SMILES string = NOB(O[N+](=O)[O-])c1ccccc1
2S+1 = 1
Total charge = 0

Element x y z (Å)
N -2.98 0.74 -2.43
O -1.91 0.21 -1.61
B -0.71 0.71 -1.52
O -0.15 1.89 -2.37
N -0.68 2.97 -1.80
O -0.34 3.97 -2.31
O -1.37 2.77 -0.84
C 0.23 0.25 -0.39
C -0.25 -0.73 0.53
C 0.58 -1.23 1.58
C 1.83 -0.70 1.73
C 2.35 0.17 0.77
C 1.63 0.63 -0.31
H -3.37 1.49 -1.98
H -3.65 0.03 -2.22
H -1.23 -1.02 0.30
H 0.01 -1.97 2.10
H 2.35 -0.94 2.59
H 3.28 0.77 0.95
H 1.79 1.46 -1.00

3.
Molecular formula: C4H6O2
Method: DFT, the ωB97M-V functional and the def2-TZVPD basis

Gap between HOMO and LUMO (spin up / spin down) = 0.311 / 0.276 hartree
Highest occupied orbital energy (spin up / spin down) = -8.388 / -8.166 eV
2S+1 = 1
Total charge = 0

Element x y z (Å)
C -0.99 -1.40 -0.02
C -0.04 -0.26 0.11
C 0.00 1.88 0.35
O -0.38 0.76 0.93
C 1.29 -0.21 -0.41
O 1.78 -0.97 -1.23
H -1.28 -1.81 0.96
H -1.91 -1.09 -0.53
H -0.51 -2.18 -0.61
H 0.29 2.69 1.00
H -0.18 1.99 -0.71
H 1.89 0.59 0.12

4.
Molecular formula: C5H12N2
Method: DFT, the ωB97M-V functional and the def2-TZVPD basis

Gap between HOMO and LUMO = 0.335 hartree
Highest occupied orbital energy = -7.944 eV
SMILES string = C[C@@H](N)C/C=C/N
2S+1 = 1
Total charge = 0

Element x y z (Å)
C -1.06 1.52 -0.98
C -0.37 0.17 -1.26
N -0.33 -0.13 -2.69
C 0.95 -0.06 -0.54
C 0.76 0.13 1.02
C 0.23 -0.92 1.63
N 0.15 -0.92 3.07
H -1.22 1.58 0.09
H -0.47 2.30 -1.44
H -2.00 1.50 -1.54
H -1.04 -0.62 -0.83
H -1.06 -0.72 -3.04
H -0.32 0.69 -3.29
H 1.69 0.71 -0.78
H 1.36 -1.08 -0.72
H 1.09 1.05 1.52
H -0.40 -1.70 1.24
H 0.12 -0.08 3.60
H 0.29 -1.81 3.50